ORCA calculation (wB97M-V/def2-TZVPD) on one molecule with the formula C15H15BrO4 at a distorted geometry.

As for the structure (SMILES): O=C1C(Oc2ccccc2Br)=CO[C@H]2C[C@@H](O)CC[C@@H]12. Its relative energy (zero: lowest compared OMol25 entry of this formula, charge and spin) is 161.5 kJ/mol. The calculation puts the LUMO energy at -0.11 eV. Its frontier orbital gap is 8.41 eV. Its molecular weight is 339.2 g mol⁻¹. The HOMO energy is -8.5 eV.

```
! wB97M-V def2-TZVPD RIJCOSX def2/J DEFGRID3
* xyz 0 1
O -0.962 -1.507 -0.248
C -0.713 -0.341 -0.696
C 0.270 0.025 -1.680
O 1.419 -0.670 -1.929
C 2.054 -1.277 -0.840
C 2.063 -0.780 0.443
C 2.730 -1.520 1.429
C 3.276 -2.753 1.307
C 3.402 -3.241 0.026
C 2.756 -2.510 -1.011
Br 2.788 -3.354 -2.736
C -0.018 1.087 -2.500
O -1.128 1.840 -2.396
C -2.063 1.683 -1.333
C -3.351 1.014 -1.933
C -4.364 0.817 -0.760
O -5.345 -0.044 -1.392
C -3.773 0.016 0.353
C -2.616 0.628 0.836
C -1.449 0.895 -0.170
H 1.672 0.308 0.623
H 2.802 -1.040 2.380
H 3.638 -3.489 2.088
H 3.967 -4.137 -0.081
H 0.774 1.400 -3.193
H -2.404 2.679 -1.033
H -3.116 0.009 -2.347
H -3.808 1.564 -2.729
H -4.774 1.710 -0.372
H -4.854 -0.814 -1.696
H -4.607 -0.198 1.149
H -3.548 -0.944 -0.123
H -2.962 1.607 1.262
H -2.202 0.083 1.669
H -0.756 1.614 0.286
*
```

Results of the natural (NBO) charge analysis, in e, for atoms 1 through 4: atom 1 (O): -0.542, atom 2 (C): 0.514, atom 3 (C): 0.040, atom 4 (O): -0.461


ORCA calculation (wB97M-V/def2-TZVPD) on C15H15CaN2O6 as an isolated structure at a distorted geometry.

Its relative energy (zero: lowest compared OMol25 entry of this formula, charge and spin) is 5.6 kJ/mol. The calculation puts the LUMO energy (spin up / spin down) at -4.64 / -4.64 eV. Its frontier orbital gap (spin up / spin down) is 5.34 / 5.34 eV. Its molecular weight is 359.4 g mol⁻¹. The HOMO energy (spin up / spin down) is -10.0 / -10.0 eV.

```
! wB97M-V def2-TZVPD RIJCOSX def2/J DEFGRID3
* xyz 1 1
O 0.081 0.161 -7.230
C -0.071 0.237 -6.087
Ca -0.584 0.205 -3.730
O -3.134 0.152 -6.553
C -2.452 0.300 -5.632
C -2.860 -0.890 -3.349
O -3.952 -1.096 -3.060
C -0.263 -2.474 -4.384
O 0.351 -3.144 -3.606
C -1.155 -2.640 -5.522
O -2.378 -2.682 -5.294
H -0.651 -2.782 -6.501
C 2.857 2.377 4.098
C 1.434 2.471 3.565
N 1.011 1.327 2.729
C 1.431 0.005 3.207
C 0.766 -0.374 4.522
C 0.524 1.619 1.481
O 0.557 2.750 0.990
C -0.130 0.505 0.688
C -0.973 -0.445 1.276
C -1.500 -1.463 0.483
C -1.251 -1.451 -0.887
N -0.561 -0.452 -1.487
C 0.017 0.516 -0.707
H 2.961 1.554 4.819
H 3.102 3.317 4.613
H 3.584 2.254 3.283
H 0.737 2.525 4.419
H 1.329 3.393 2.974
H 1.228 -0.747 2.442
H 2.519 0.032 3.363
H -0.328 -0.282 4.465
H 0.993 -1.422 4.758
H 1.124 0.258 5.346
H -1.212 -0.384 2.343
H -2.121 -2.259 0.894
H -1.652 -2.252 -1.529
H 0.624 1.282 -1.202
*
```

Results of the natural (NBO) charge analysis, in e, for atoms 1 through 4: atom 1 (O): -0.408, atom 2 (C): 0.285, atom 3 (Ca): 1.703, atom 4 (O): -0.393


Number 2 is which compound?
C15H15CaN2O6


Look up the molecular weight of the second one.
359.4 g mol⁻¹